The following is a DFT calculation (the ωB97M-V functional and the def2-TZVPD basis) of a cluster of 6 separate species, H12O6 in total.

Values from the calculation:
Multiplicity: 1
ΔE to the lowest compared entry with this formula, charge and spin (kcal/mol): 28.8
Energy (eV): -12479.8648
F_max (hartree/bohr): 0.0220
Kohn-Sham gap (Eh): 0.425

Bonds (Å) are listed after each position.
Atoms and positions in Å:
1 O -0.7323 2.5232 2.4848  H2 0.969, H3 0.969
2 H -1.3557 2.2200 3.1611  O1 0.969
3 H -1.1603 2.1293 1.7105  O1 0.969
4 O 0.8147 -2.8995 1.5801  H5 0.964, H6 0.964
5 H 0.6775 -3.0630 0.6404  O4 0.964
6 H 0.5413 -3.7386 1.9673  O4 0.964
7 O -0.7624 1.1582 -0.4344  H8 0.958, H9 0.971
8 H 0.1941 1.1216 -0.4047  O7 0.958
9 H -1.1955 0.2907 -0.4814  O7 0.971
10 O -1.7115 -1.4365 -1.6118  H11 0.962, H12 0.985
11 H -2.4633 -2.0281 -1.7157  O10 0.962
12 H -1.7555 -0.9003 -2.4372  O10 0.985
13 O -1.4722 0.7848 -3.2532  H14 0.965, H15 0.962
14 H -1.1887 1.3191 -2.5009  O13 0.965
15 H -2.3984 1.0025 -3.3980  O13 0.962
16 O 4.1614 0.0375 1.3157  H17 0.963, H18 0.974
17 H 3.6238 -0.4080 0.6523  O16 0.963
18 H 3.4826 0.5064 1.8342  O16 0.974